A structure of composition C48H44CoNO6P2Si. Source: the Open Molecules 2025 dataset; level of theory: ωB97M-V/def2-TZVPD.

Properties
Energy above the lowest of the compared OMol25 structures with the same formula, charge and spin: 0.0 kcal per mole
HOMO (alpha / beta): -0.3157 / -0.3157 Eh
Frontier orbital gap (alpha / beta): 7.5 / 7.5 eV
Maximum force: 0.36 eV Å⁻¹

Last column: Mulliken charge in e.
CARTESIAN COORDINATES (ANGSTROEM)
Co: -1.426 1.062 0.486  0.49
P: -1.001 -2.492 2.396  0.37
P: -0.921 -0.875 -0.383  2.82
Si: 0.998 2.882 -1.061  -1.64
O: -2.818 1.387 -0.794  -0.25
O: -6.017 0.278 4.076  -0.53
O: -0.694 0.616 4.309  -0.72
O: -0.140 2.018 -0.331  -0.74
O: -5.062 1.374 -0.993  -0.73
O: -0.403 0.729 2.079  0.10
N: -2.861 0.710 1.606  0.56
C: 1.786 -0.303 -0.141  0.48
C: 2.507 2.995 0.074  0.97
C: -1.110 0.619 3.173  -0.32
C: -1.199 -6.216 4.042  -0.65
C: -4.037 1.231 -0.365  -0.09
C: -0.882 -4.901 3.749  -0.55
C: 2.382 2.594 1.408  -0.01
C: -2.294 -4.985 1.815  -0.36
C: -1.393 -2.352 0.583  -2.03
C: 0.828 -2.620 2.419  0.26
C: -3.348 -1.275 -4.262  -0.83
C: 3.038 1.070 -4.261  -0.76
C: 3.604 -2.796 2.563  -0.60
C: 1.512 -3.598 1.697  -0.33
C: 3.450 2.678 2.292  -0.40
C: 1.462 2.045 -2.688  1.83
C: 2.764 1.689 -3.048  -0.38
C: -3.635 0.382 3.788  -0.47
C: -3.198 -1.439 -1.873  -1.01
C: 1.411 5.524 -2.008  -1.78
C: -1.259 -0.829 -3.157  -0.47
C: 2.891 -3.684 1.763  -0.62
C: -2.602 0.533 2.893  0.25
C: -2.616 -6.305 2.111  -0.69
C: -2.009 -0.924 -4.321  -1.04
C: -1.419 -4.267 2.625  0.65
C: 0.437 1.738 -3.591  -0.61
C: 0.341 4.637 -1.365  2.27
C: 4.674 3.171 1.862  -0.67
C: -5.178 0.686 1.929  -0.73
C: 1.547 -1.735 3.217  -0.35
C: -3.944 -1.528 -3.033  -0.86
C: -4.087 0.837 1.109  0.53
C: 2.933 -1.825 3.287  -0.50
C: 3.128 -0.483 -0.435  -0.49
C: 1.218 -2.081 -1.668  0.11
C: -0.892 4.591 -2.275  -1.88
C: -2.069 -6.924 3.222  -0.49
C: 0.704 1.129 -4.809  -0.60
C: 4.817 3.593 0.548  -0.99
C: -1.846 -1.099 -1.925  0.52
C: -4.939 0.433 3.286  0.88
C: 3.514 -1.446 -1.354  -0.93
C: 2.560 -2.253 -1.961  -1.30
C: 0.827 -1.083 -0.774  0.63
C: 2.008 0.796 -5.149  -0.97
C: 3.743 3.510 -0.329  -0.52
C: -0.063 5.230 -0.010  -1.59
H: 3.484 -1.132 3.909  0.46
H: 4.562 -1.576 -1.594  0.48
H: -0.198 -4.359 4.393  0.38
H: -1.543 -0.712 -5.274  0.45
H: 2.220 0.320 -6.099  0.39
H: 1.431 2.217 1.767  -0.22
H: 0.996 6.515 -2.221  0.49
H: -2.737 -4.531 0.938  0.35
H: -2.479 -2.422 0.500  0.73
H: -3.295 -6.847 1.466  0.40
H: 3.582 1.877 -2.363  0.34
H: -6.184 0.788 1.546  0.62
H: -0.765 -6.690 4.913  0.40
H: -0.107 0.915 -5.496  0.67
H: -0.837 4.627 0.471  0.09
H: 3.864 0.144 0.053  0.40
H: 4.057 0.803 -4.513  0.45
H: 2.270 5.663 -1.347  0.32
H: -2.317 -7.952 3.450  0.38
H: 0.962 -4.310 1.091  0.34
H: -5.746 0.126 4.988  0.31
H: -0.971 -3.200 0.032  1.19
H: -3.934 -1.337 -5.170  0.40
H: 1.768 5.105 -2.953  0.30
H: -0.629 4.292 -3.291  0.32
H: 3.413 -4.443 1.195  0.42
H: -0.464 6.240 -0.146  0.56
H: -1.345 5.587 -2.334  0.55
H: -0.222 -0.528 -3.216  0.80
H: -0.590 1.972 -3.333  0.50
H: 5.508 3.237 2.549  0.39
H: 4.683 -2.863 2.615  0.40
H: -1.650 3.898 -1.900  0.23
H: 3.880 3.859 -1.347  0.46
H: 3.320 2.363 3.321  0.51
H: -3.693 -1.604 -0.923  0.21
H: -4.996 -1.774 -2.977  0.43
H: 0.481 -2.709 -2.153  0.51
H: -3.423 0.246 4.841  0.50
H: 0.787 5.294 0.673  0.28
H: 2.861 -3.014 -2.671  0.43
H: 1.479 0.448 0.572  -0.64
H: 1.026 -0.975 3.785  0.37
H: 5.764 3.992 0.206  0.43

Cartesian forces, eV/Å:
0.2 0.1 0.0
0.1 0.1 0.0
-0.2 -0.1 0.1
0.1 0.0 0.0
0.1 0.2 0.1
0.0 0.0 0.0
0.1 -0.1 0.0
-0.2 -0.1 0.0
0.0 0.0 0.0
-0.1 0.2 0.0
0.1 -0.3 -0.1
0.0 0.0 0.1
0.0 0.1 0.0
-0.1 0.0 0.0
0.0 0.0 0.0
-0.1 -0.1 0.0
0.0 0.0 0.0
0.0 0.1 0.0
0.0 0.0 0.0
0.0 0.0 0.0
0.0 0.0 -0.1
0.0 0.0 0.0
0.0 0.0 0.0
0.0 0.0 0.0
0.0 0.0 0.0
0.0 0.0 0.0
0.0 0.1 0.0
0.0 0.0 -0.1
0.0 0.0 0.0
0.0 0.0 0.0
0.0 0.0 0.0
0.0 -0.1 0.1
0.0 0.0 0.0
0.0 0.0 0.0
0.0 0.0 0.0
0.0 0.0 0.0
-0.1 0.0 0.0
0.1 0.2 -0.1
0.0 -0.1 0.0
0.0 0.0 0.0
0.0 0.0 0.0
-0.1 0.0 0.0
0.0 0.0 0.0
0.0 0.0 0.0
0.0 0.0 0.0
0.0 -0.1 0.1
0.0 0.0 0.0
0.0 0.0 0.0
0.0 0.0 0.0
0.1 0.1 -0.1
0.0 0.0 0.0
0.0 0.0 0.0
0.0 0.0 0.0
0.0 0.0 0.1
0.0 0.0 0.0
0.0 0.0 0.1
0.0 0.0 0.0
0.0 0.0 0.0
0.0 0.0 0.0
0.0 0.0 0.0
0.0 0.0 0.0
0.0 0.0 0.0
0.0 0.0 0.0
0.0 0.0 0.0
0.0 0.0 0.0
0.0 0.0 0.0
0.0 0.0 0.0
0.0 0.0 0.1
0.0 0.0 0.0
0.0 0.0 0.0
0.0 0.0 0.0
0.0 0.0 0.0
0.0 0.0 0.0
0.0 0.0 0.0
0.0 0.0 0.0
0.0 0.0 0.0
0.0 0.0 0.0
0.0 0.0 0.0
0.0 0.0 0.0
0.0 0.0 0.0
0.0 0.0 -0.1
0.0 0.0 0.0
0.0 0.0 0.0
0.0 0.0 0.0
0.0 0.0 0.0
0.0 0.0 0.0
0.0 0.0 0.0
-0.1 -0.1 0.0
0.0 0.0 0.0
0.0 0.0 0.0
0.0 0.0 0.0
0.0 0.0 0.0
0.0 0.0 0.0
0.0 0.0 0.0
0.0 0.0 0.0
0.0 0.0 0.0
0.0 0.0 0.0
0.0 0.0 0.0
0.0 0.0 0.0
0.0 0.0 0.0
0.0 -0.1 0.0
0.0 0.0 0.0
0.0 0.0 0.0